Record 1
Here is a structure of composition C4H8OS at a distorted geometry from OMol25. Energies are from ωB97M-V/def2-TZVPD.

The value obtained for the HOMO-LUMO gap is 9.43 eV. The HOMO energy comes out at -8.571 eV. Its LUMO energy is 0.863 eV.

Element x y z (Å)
C: -0.8020 1.0917 -0.4683
C: -0.1861 -0.2502 0.0856
C: 0.8218 -0.8981 -0.8650
C: 0.7504 0.1253 1.1789
H: -1.3970 1.6132 0.3201
H: -0.0317 1.6600 -0.8832
H: -1.5514 0.7858 -1.2089
H: -1.9743 -0.7733 0.5551
H: 0.7935 -0.5929 -1.9308
H: 0.9229 -1.9781 -0.7755
H: 0.7399 1.0956 1.6035
H: 0.8315 -0.5852 1.9857
O: -1.1433 -1.2095 0.3835
S: 2.2259 -0.0842 0.0193

Löwdin charges in e: -0.0132, -0.7264, -0.3713, -0.3489, 0.1000, 0.0568, 0.0879, 0.0918, 0.0876, 0.0801, 0.0618, 0.0803, 0.0097, 0.8038

=====

Record 2
Here is the molecule C7H10O3S at a distorted geometry from OMol25. Energies are from ωB97M-V/def2-TZVPD.

The value obtained for the HOMO-LUMO gap is 9.37 eV. The HOMO energy comes out at -10.032 eV. Its LUMO energy is -0.658 eV.

Element x y z (Å)
C: 0.5112 1.2751 0.7221
C: -0.4933 1.3747 -0.4426
C: 1.3274 0.1065 -1.2100
C: 0.6313 -1.2018 0.6116
C: 1.4016 0.0847 0.3202
C: -0.2054 0.1007 -1.2503
C: -0.4913 -1.1319 -0.4069
O: -3.4372 -0.4719 0.5690
O: -1.9383 -1.4943 2.1939
O: -1.2752 -2.0235 -0.6904
S: -2.1043 -0.6199 1.0686
H: 1.0972 2.1889 0.8157
H: 0.0209 1.0898 1.6779
H: -1.5313 1.4699 -0.1325
H: -0.2600 2.2366 -1.0701
H: 1.7462 1.0022 -1.6587
H: 1.7802 -0.7702 -1.6668
H: 1.2274 -2.0876 0.3823
H: 0.2824 -1.3077 1.6362
H: 2.3988 0.1131 0.7544
H: -0.6882 0.0666 -2.2236

Löwdin charges in e: -0.1401, -0.1603, -0.0944, -0.0944, -0.2761, -0.2176, -0.5229, -0.3290, -0.3381, 0.0416, 0.9138, 0.1143, 0.1012, 0.0814, 0.1202, 0.1257, 0.1273, 0.1438, 0.1041, 0.1433, 0.1563

=====

Record 3
Here is a structure of composition C30H34NO2PtS3 from OMol25. Energies are from ωB97M-V/def2-TZVPD.

The total charge is +1. The value obtained for the HOMO-LUMO gap (spin up / spin down) is 8.39 / 6.93 eV. The HOMO energy (spin up / spin down) comes out at -10.280 / -11.103 eV. Its LUMO energy (spin up / spin down) is -1.889 / -4.175 eV. Its multiplicity is 3.

Element x y z (Å)
Pt: -1.0261 -0.0492 -1.8850
O: -2.9268 0.5204 -1.1979
S: -3.6511 0.5492 0.1310
C: -2.9140 -0.7990 1.0846
C: -2.9059 -0.6221 2.5943
C: -1.5692 -0.1309 3.1320
C: -0.4872 -1.2125 3.1314
S: 0.8017 -0.9463 1.8861
O: 0.1069 -0.4410 0.6542
C: 1.5657 0.4830 2.6448
C: 1.5271 1.6809 1.9547
C: 2.1527 2.7948 2.5028
C: 2.8101 2.6968 3.7192
C: 2.8511 1.4832 4.3972
C: 2.2348 0.3663 3.8575
C: -3.0336 1.9651 1.0129
C: -3.7921 2.4836 2.0530
C: -3.3054 3.5709 2.7642
C: -2.0923 4.1452 2.4097
C: -1.3596 3.6356 1.3451
C: -1.8279 2.5379 0.6407
H: -1.9042 -0.8921 0.6646
H: -3.5061 -1.6660 0.7876
H: -3.1619 -1.5758 3.0602
H: -3.6907 0.0705 2.9083
H: -1.7182 0.2042 4.1592
H: -1.2336 0.7410 2.5647
H: -0.8825 -2.2089 2.9205
H: 0.0399 -1.2653 4.0850
H: 1.0167 1.7214 1.0004
H: 2.1285 3.7404 1.9756
H: 3.3014 3.5647 4.1392
H: 3.3660 1.4085 5.3458
H: 2.2857 -0.5854 4.3746
H: -4.7576 2.0562 2.2975
H: -3.8765 3.9717 3.5908
H: -1.7255 5.0053 2.9542
H: -0.4172 4.0920 1.0689
H: -1.2705 2.1200 -0.1856
C: 3.6063 2.7202 -2.5204
C: 2.3542 2.9010 -1.9385
C: 1.4190 1.8909 -1.9845
C: 1.7245 0.6587 -2.5882
C: 2.9713 0.5060 -3.2211
C: 3.8968 1.5302 -3.1791
N: 0.7802 -0.3485 -2.5747
C: 1.1962 -1.6777 -2.8585
C: 0.5473 -2.3867 -3.8613
C: 0.9345 -3.6874 -4.1449
C: 1.9511 -4.2904 -3.4150
C: 2.5871 -3.5814 -2.4033
C: 2.2221 -2.2718 -2.1311
H: 4.3445 3.5094 -2.4758
H: 2.1084 3.8395 -1.4590
H: 0.4311 2.0329 -1.5587
H: 3.1936 -0.4031 -3.7621
H: 4.8498 1.4044 -3.6755
H: -0.2287 -1.8942 -4.4346
H: 0.4483 -4.2294 -4.9463
H: 2.2523 -5.3050 -3.6388
H: 3.3786 -4.0445 -1.8286
H: 2.7114 -1.7090 -1.3457
C: -1.1415 -3.5000 -1.1170
S: -2.2441 -2.3331 -1.9306
C: -2.6097 -3.2199 -3.4523
H: -1.7110 -4.3600 -0.7684
H: -0.6931 -2.9795 -0.2711
H: -0.3557 -3.8176 -1.8035
H: -1.6946 -3.6138 -3.8899
H: -3.0846 -2.5216 -4.1378
H: -3.2979 -4.0328 -3.2278

Löwdin charges in e: 0.8269, -0.7190, 1.0546, -0.3332, -0.2170, -0.2102, -0.3062, 0.9910, -0.5979, -0.3838, -0.0784, -0.0656, -0.0663, -0.0641, -0.0815, -0.3915, -0.0878, -0.0538, -0.0526, -0.0611, -0.0783, 0.0355, 0.0851, 0.1222, 0.0983, 0.1259, 0.0949, 0.0943, 0.0869, 0.0819, 0.1051, 0.1104, 0.1122, 0.1133, 0.1174, 0.1142, 0.1130, 0.1059, 0.0652, -0.0600, -0.0672, -0.0381, -0.2736, -0.0018, -0.0578, -0.0907, -0.3213, -0.0722, -0.0867, -0.0732, -0.0613, -0.0271, 0.1103, 0.1091, 0.0656, 0.1206, 0.1132, 0.1154, 0.1143, 0.1101, 0.1118, 0.1267, -0.3294, 0.7778, -0.3432, 0.0523, 0.0256, 0.0260, 0.0155, 0.0529, 0.0502

=====

Record 4
Here is a structure of composition C5H7N from OMol25. Energies are from ωB97M-V/def2-TZVPD.

The value obtained for the HOMO-LUMO gap (spin up / spin down) is 7.25 / 7.93 eV. The HOMO energy (spin up / spin down) comes out at -8.025 / -8.389 eV. Its LUMO energy (spin up / spin down) is -0.776 / -0.460 eV.

Element x y z (Å)
C: -1.5670 -0.0380 0.4745
C: -0.3826 -0.8838 0.3270
C: 0.4352 -0.2674 -0.8502
C: 1.4153 0.1700 0.2191
N: 0.2458 0.1636 1.1618
C: -0.4555 0.9360 -1.1510
H: -2.2681 0.1424 -0.3439
H: -1.9403 0.1572 1.4731
H: -0.3197 -1.9328 0.6335
H: 0.7041 -0.8248 -1.7531
H: 1.9675 1.1102 0.0906
H: 2.1257 -0.6116 0.5669
H: 0.0396 1.8791 -0.8484

Löwdin charges in e: 0.0275, -0.3646, -0.3410, -0.1962, 0.0856, 0.1351, 0.0705, 0.0850, 0.1335, 0.1234, 0.1013, 0.1188, 0.0212

=====

Record 5
Here is the ion C3H7NOS2 with charge +1 at a distorted geometry from OMol25. Energies are from ωB97M-V/def2-TZVPD.

The total charge is +1. The value obtained for the HOMO-LUMO gap (spin up / spin down) is 8.86 / 5.05 eV. The HOMO energy (spin up / spin down) comes out at -13.662 / -13.635 eV. Its LUMO energy (spin up / spin down) is -4.800 / -8.581 eV. Its multiplicity is 2.

Element x y z (Å)
N: 0.1133 1.0251 -1.5491
C: 0.4243 -0.1912 -0.7548
C: 0.3657 -1.4942 -1.5105
O: 1.1827 -2.3331 -1.2266
C: -0.4372 -0.3975 0.5086
S: -0.5341 1.1714 1.4844
S: -1.1100 0.7945 3.3459
H: -0.4932 1.6696 -1.0537
H: 0.9825 1.5204 -1.6987
H: 1.4132 -0.0533 -0.3265
H: -0.2605 -1.5821 -2.3998
H: -0.0810 -1.2346 1.1123
H: -1.5007 -0.4293 0.2368
H: -0.0650 1.5345 3.8317

Löwdin charges in e: 0.0638, -0.4055, -0.1996, 0.1048, -0.3764, 0.6839, 0.5881, 0.0413, 0.0924, 0.1426, 0.1427, 0.1126, 0.0993, -0.0901

=====

Record 6
Here is a cluster of 2 separate species, C6H8N3O in total at a distorted geometry from OMol25. Energies are from ωB97M-V/def2-TZVPD.

The total charge is +1. The value obtained for the HOMO-LUMO gap is 9.32 eV. The HOMO energy comes out at -13.805 eV. Its LUMO energy is -4.483 eV.

Element x y z (Å)
C: 2.6397 -0.8642 0.3443
C: 2.2643 0.0759 -0.3255
C: -0.4882 0.9406 -0.8412
C: -1.0050 1.7753 0.0797
C: -1.3017 -0.1443 1.6573
C: -0.4294 -0.4555 -0.7060
N: -1.5241 1.2225 1.2414
N: -0.8954 -0.9478 0.5128
N: 0.0464 -1.2503 -1.6379
O: -1.3263 -0.5562 2.7834
H: 2.8733 -1.5868 1.0054
H: -0.1830 1.4484 -1.7274
H: -0.9707 2.9193 -0.0959
H: -2.1047 1.6295 1.8431
H: -0.5549 -1.8337 0.8531
H: 2.5526 0.8198 -0.9498
H: 0.4092 -0.9077 -2.5494
H: -0.0022 -2.2848 -1.4873

Löwdin charges in e: 0.0902, -0.0048, -0.0594, 0.0042, -0.3835, -0.3399, 0.1674, 0.2149, 0.2084, 0.1660, 0.0055, 0.1208, 0.1865, 0.1028, 0.1609, 0.0205, 0.1692, 0.1702